Entry from the Open Molecules 2025 dataset: C31H55AsAuGe2N2O2Si3 as an isolated structure at a distorted geometry (ωB97M-V/def2-TZVPD).

Output
* maximum force: 1.86 eV/A
* gap between HOMO and LUMO (spin up / spin down): 7.731 / 5.345 eV
* spin multiplicity: 2
* charge: +2
* E_HOMO (spin up / spin down): -13.40 / -13.51 eV
* ΔE to the lowest compared entry with this formula, charge and spin: 0.000 eV

Element x y z (Å)
Au: -0.431383 -0.315644 -0.318871
O: -0.222517 2.393752 0.608278
H: 0.659648 2.596385 0.267230
H: -0.674649 3.246818 0.612455
C: -1.197402 1.830715 3.430806
Ge: 0.019284 0.322479 3.667594
C: 1.207742 0.462917 5.214903
C: -1.152690 -1.227487 3.868778
Ge: 1.640860 0.072612 1.750182
C: 2.383668 -1.740143 1.909375
C: 2.214022 -2.397926 3.130651
C: 2.695192 -3.681121 3.345262
C: 3.347905 -4.356565 2.325549
C: 3.514934 -3.735720 1.096806
C: 3.035763 -2.449397 0.894877
C: 2.881795 1.566079 2.144371
C: 2.584494 2.610147 3.017644
C: 3.481695 3.640819 3.263527
C: 4.712187 3.656974 2.626390
C: 5.033538 2.636614 1.742738
C: 4.128817 1.614127 1.508248
H: -1.935648 1.773887 4.234856
H: -1.713912 1.739134 2.479746
H: -0.719499 2.805854 3.481056
H: 0.540539 0.761870 6.027749
H: 1.995879 1.198078 5.114420
H: 1.657475 -0.493283 5.471421
H: -1.389832 -1.319012 4.931102
H: -0.718260 -2.171500 3.540779
H: -2.083999 -1.042203 3.343784
H: 1.711489 -1.910297 3.955209
H: 2.555781 -4.157751 4.306617
H: 3.719968 -5.359550 2.483724
H: 4.023327 -4.254115 0.294490
H: 3.175608 -2.013889 -0.085556
H: 1.622558 2.663624 3.510667
H: 3.216237 4.434367 3.949390
H: 5.414943 4.457414 2.813972
H: 5.993157 2.634665 1.242807
H: 4.437179 0.820048 0.838528
C: 2.598724 0.229921 -1.140550
O: 1.592016 0.344818 -0.122651
H: 3.523594 -0.156626 -0.725656
H: 2.787800 1.222930 -1.545219
H: 2.246247 -0.440293 -1.923372
C: 1.018237 1.364276 -4.224749
Si: -0.763740 1.770848 -3.878029
C: -1.761225 1.849260 -5.447850
C: -0.955188 3.300199 -2.833165
As: -1.651252 -0.028612 -2.539382
Si: -1.351493 -2.154682 -3.626547
C: -1.696819 -1.903058 -5.436071
C: 0.433406 -2.599019 -3.289398
C: -2.532358 -3.369962 -2.847953
Si: -3.911962 0.541444 -1.940074
C: -4.681345 1.406128 -3.396844
C: -4.853464 -1.019619 -1.547027
C: -3.724182 1.667573 -0.459714
H: 1.411622 2.095282 -4.935285
H: 1.139423 0.375145 -4.669799
H: 1.626478 1.412311 -3.325211
H: -1.273518 2.579914 -6.099568
H: -2.783670 2.182617 -5.282785
H: -1.791285 0.902192 -5.984919
H: -0.383639 4.120792 -3.272642
H: -0.592125 3.134085 -1.819056
H: -1.998027 3.617847 -2.775328
H: -0.934535 -1.288993 -5.916950
H: -2.670858 -1.441514 -5.607743
H: -1.702724 -2.875465 -5.934901
H: 1.111037 -2.055859 -3.950273
H: 0.586414 -3.666769 -3.461834
H: 0.729540 -2.382851 -2.260025
H: -3.535878 -3.266769 -3.261866
H: -2.607444 -3.268551 -1.764667
H: -2.183323 -4.382364 -3.065774
H: -4.523950 0.863010 -4.329908
H: -4.305884 2.421956 -3.522808
H: -5.760237 1.467825 -3.233077
H: -5.155460 -1.527625 -2.464202
H: -5.763999 -0.742392 -1.009064
H: -4.308124 -1.739820 -0.942287
H: -3.378392 2.656926 -0.764186
H: -3.004893 1.286343 0.269859
H: -4.688060 1.787712 0.040107
N: -0.005824 -6.412065 0.869006
C: -0.648723 -5.463169 0.920596
C: -1.424344 -4.258099 0.978375
C: -2.695209 -4.216055 1.551598
C: -3.365990 -3.007783 1.578553
C: -2.757267 -1.885868 1.043792
N: -1.549824 -1.935113 0.470878
C: -0.886887 -3.101122 0.439513
H: -3.134823 -5.112866 1.966825
H: -4.349804 -2.922611 2.017141
H: -3.249868 -0.923396 1.051758
H: 0.096174 -3.114590 -0.012264

Atomic forces in eV per Å
Au -0.2181 -0.1323 -0.1610
O 0.1315 0.1843 -0.3323
H 0.0449 -0.0944 0.0977
H -0.0868 -0.0515 0.1451
C -0.0122 0.0096 0.3326
Ge -0.4176 0.0455 -0.5517
C -0.1830 -0.0519 0.0335
C 0.1222 -0.0972 0.1781
Ge 1.5192 0.3941 1.0045
C -0.0155 -0.1475 -0.1621
C -0.0143 0.0954 0.0966
C 0.0116 -0.0667 -0.0505
C -0.0009 0.0054 -0.0078
C -0.0338 -0.0517 0.0333
C -0.1011 0.1394 -0.1942
C 0.3402 -0.1746 -0.2482
C -0.3523 0.1179 -0.0515
C 0.0502 0.0184 -0.0632
C -0.0207 -0.0239 -0.0047
C -0.0074 0.0814 0.0116
C 0.0749 -0.2968 0.0211
H 0.0109 0.0195 -0.0088
H -0.0297 -0.0190 -0.0516
H 0.0553 -0.0047 -0.0509
H 0.0894 -0.0050 0.0688
H 0.0258 0.0658 -0.0407
H -0.0493 -0.0177 0.0210
H -0.0012 -0.0300 -0.0069
H 0.0087 0.0149 -0.0430
H -0.0871 0.0038 -0.0318
H -0.0221 0.0298 -0.0221
H -0.0022 0.0247 0.0142
H 0.0027 -0.0029 0.0090
H -0.0071 0.0104 -0.0151
H 0.0143 0.0115 0.0343
H -0.0429 -0.0598 0.0070
H -0.0193 -0.0079 0.0075
H 0.0047 -0.0025 0.0163
H -0.0044 -0.0185 -0.0039
H -0.0147 -0.0234 0.0530
C -0.0032 0.0794 0.2109
O -0.6648 0.2133 -0.2096
H 0.0297 0.0084 -0.0084
H 0.0447 -0.0057 -0.0250
H 0.0280 0.0088 -0.0299
C -0.0914 -0.0424 -0.0235
Si 0.0981 0.0857 -0.0034
C 0.0108 -0.0541 0.0607
C -0.0401 -0.0344 -0.0245
As -0.1268 0.0202 -0.1259
Si 0.0696 -0.0524 0.0618
C -0.0210 0.0350 0.0365
C -0.0390 0.0447 0.0081
C 0.0022 0.0625 0.0095
Si -0.0107 0.0023 0.0475
C 0.0528 -0.0109 -0.0016
C 0.0272 0.0124 -0.0761
C 0.0358 -0.0637 -0.0063
H 0.0120 0.0066 -0.0048
H -0.0050 0.0036 -0.0253
H 0.0153 0.0242 0.0111
H -0.0059 0.0142 -0.0104
H 0.0021 0.0291 0.0008
H 0.0283 -0.0060 -0.0109
H -0.0059 0.0128 -0.0156
H 0.0305 -0.0134 0.0002
H -0.0030 0.0043 -0.0049
H 0.0181 -0.0082 0.0013
H -0.0103 -0.0257 -0.0003
H 0.0141 -0.0155 -0.0017
H 0.0026 0.0087 -0.0072
H 0.0153 -0.0080 -0.0290
H -0.0212 -0.0372 0.0218
H -0.0046 -0.0075 -0.0118
H 0.0377 -0.0106 0.0080
H -0.0210 -0.0185 -0.0173
H -0.0349 -0.0248 0.0121
H -0.0007 0.0095 0.0114
H -0.0108 0.0177 0.0185
H -0.0231 0.0248 -0.0156
H -0.0264 -0.0155 -0.0093
H 0.0012 0.0058 0.0102
H -0.0029 0.0032 -0.0163
H -0.0196 -0.0130 0.0077
H -0.0129 0.0334 -0.0003
N 0.0125 -0.0155 -0.0173
C 0.0169 -0.0551 0.0344
C -0.0719 0.0444 0.0041
C 0.0740 -0.0233 -0.0183
C 0.0327 0.0612 -0.0026
C -0.0865 -0.0445 -0.1262
N -0.0769 -0.2363 0.0490
C -0.0706 0.0391 0.1099
H -0.0032 -0.0041 0.0011
H -0.0025 -0.0035 0.0118
H 0.0173 0.0168 0.0281
H 0.0244 0.0256 0.0190